Entry from OMol25: one molecule with the formula C3H7NO in a non-equilibrium geometry (ωB97M-V with the def2-TZVPD basis set).

```
12
Properties=species:S:1:pos:R:3
O 0.195 0.818 0.286
N 1.328 0.314 0.076
C -0.852 -0.131 0.610
C 1.561 -0.866 -0.371
C -1.822 0.012 -0.509
H -1.274 0.505 1.501
H -2.106 1.105 -0.616
H -0.252 -1.158 0.803
H -0.993 -0.414 -1.283
H -2.792 -0.471 -0.469
H 0.735 -1.630 -0.445
H 2.506 -0.767 -0.693
```

- SMILES string = C=NOCC
- highest occupied orbital energy (eV) = -9.4
- LUMO level (eV) = 0.9827
- relative energy (zero: lowest compared OMol25 entry of this formula, charge and spin) (kJ/mol) = 525.5
- multiplicity = 1


Entry from OMol25: one molecule with the formula C3H7NO in a non-equilibrium geometry (ωB97M-V with the def2-TZVPD basis set).

```
12
Properties=species:S:1:pos:R:3
O 0.027 2.379 -0.691
N 0.416 1.263 -0.928
C -1.271 -0.237 0.059
C 0.115 0.380 0.233
C 1.183 -0.712 0.406
H -0.017 1.160 0.997
H 1.053 -1.505 -0.346
H -1.573 -0.635 1.033
H 1.086 -1.193 1.385
H -1.992 0.529 -0.235
H 2.210 -0.346 0.306
H -1.289 -1.055 -0.668
```

- SMILES string = CC(C)N=O
- highest occupied orbital energy (eV) = -9.1
- LUMO level (eV) = 0.1227
- relative energy (zero: lowest compared OMol25 entry of this formula, charge and spin) (kJ/mol) = 298.4
- multiplicity = 1


Entry from OMol25: a 2-piece molecular cluster, C3H7NO overall in a non-equilibrium geometry (ωB97M-V with the def2-TZVPD basis set).

```
12
Properties=species:S:1:pos:R:3
O 1.921 -0.873 -3.981
N -2.056 0.959 0.881
C -0.055 -0.085 1.699
C -1.192 0.542 1.894
C 2.287 -1.147 -2.819
H 0.739 -0.420 2.304
H -1.705 1.320 0.013
H 2.263 -2.105 -2.389
H 0.363 0.506 0.717
H 2.357 -0.254 -2.159
H -1.893 0.303 2.689
H -3.031 1.255 1.152
```

- SMILES string = C=CN.C=O
- highest occupied orbital energy (eV) = -8.5
- LUMO level (eV) = 0.5569
- relative energy (zero: lowest compared OMol25 entry of this formula, charge and spin) (kJ/mol) = 363.8
- multiplicity = 1


Repeat the second record exactly.
Entry from OMol25: one molecule with the formula C3H7NO in a non-equilibrium geometry (ωB97M-V with the def2-TZVPD basis set).

```
12
Properties=species:S:1:pos:R:3
O 0.027 2.379 -0.691
N 0.416 1.263 -0.928
C -1.271 -0.237 0.059
C 0.115 0.380 0.233
C 1.183 -0.712 0.406
H -0.017 1.160 0.997
H 1.053 -1.505 -0.346
H -1.573 -0.635 1.033
H 1.086 -1.193 1.385
H -1.992 0.529 -0.235
H 2.210 -0.346 0.306
H -1.289 -1.055 -0.668
```

- SMILES string = CC(C)N=O
- highest occupied orbital energy (eV) = -9.1
- LUMO level (eV) = 0.1227
- relative energy (zero: lowest compared OMol25 entry of this formula, charge and spin) (kJ/mol) = 298.4
- multiplicity = 1


Question: What is the formula in the second record?
Answer: C3H7NO


Repeat the third record exactly.
Entry from OMol25: a 2-piece molecular cluster, C3H7NO overall in a non-equilibrium geometry (ωB97M-V with the def2-TZVPD basis set).

```
12
Properties=species:S:1:pos:R:3
O 1.921 -0.873 -3.981
N -2.056 0.959 0.881
C -0.055 -0.085 1.699
C -1.192 0.542 1.894
C 2.287 -1.147 -2.819
H 0.739 -0.420 2.304
H -1.705 1.320 0.013
H 2.263 -2.105 -2.389
H 0.363 0.506 0.717
H 2.357 -0.254 -2.159
H -1.893 0.303 2.689
H -3.031 1.255 1.152
```

- SMILES string = C=CN.C=O
- highest occupied orbital energy (eV) = -8.5
- LUMO level (eV) = 0.5569
- relative energy (zero: lowest compared OMol25 entry of this formula, charge and spin) (kJ/mol) = 363.8
- multiplicity = 1